# 1
{"formula": "C21H17CdI2O4Sb", "method": "wB97M-V/def2-TZVPD", "elements": ["Cd", "I", "C", "I", "H", "H", "O", "C", "O", "C", "O", "O", "C", "C", "C", "C", "C", "C", "Sb", "C", "C", "C", "C", "C", "C", "C", "C", "C", "C", "C", "C", "H", "H", "H", "H", "H", "H", "H", "H", "H", "H", "H", "H", "H", "H", "H"], "xyz": [[-0.10791, -0.07775, 0.27393], [2.78766, 0.20508, 1.85660], [1.94253, -1.09754, 3.31126], [-0.16445, -0.85137, 3.49493], [2.40469, -0.87917, 4.26446], [2.14213, -2.11628, 3.00724], [-3.56914, 2.01900, 0.72846], [-2.47080, 1.53418, 0.60174], [-2.22740, 0.27062, 0.36268], [-1.20870, 2.49888, 0.74574], [-1.38346, 3.65600, 1.02661], [-0.01117, 1.97272, 0.54848], [0.50368, -6.95530, 1.39599], [1.33903, -6.58003, 0.35292], [1.19571, -5.33298, -0.24110], [0.20763, -4.46136, 0.20879], [-0.61805, -4.83185, 1.26757], [-0.47263, -6.08090, 1.85461], [-0.01930, -2.58692, -0.72904], [1.24522, -2.70052, -2.41403], [2.33970, -1.84441, -2.50689], [3.15125, -1.86754, -3.63381], [2.87440, -2.75186, -4.66673], [1.79078, -3.61682, -4.57361], [0.97710, -3.59300, -3.45019], [-1.90228, -2.66734, -1.67880], [-2.03822, -2.12859, -2.95542], [-3.29492, -2.04251, -3.53855], [-4.41388, -2.48744, -2.85052], [-4.28036, -3.01578, -1.57440], [-3.02772, -3.09916, -0.98510], [0.61600, -7.92859, 1.85570], [2.10421, -7.25815, -0.00250], [1.84872, -5.04950, -1.05802], [-1.37426, -4.15393, 1.64586], [-1.12015, -6.36790, 2.67285], [2.57470, -1.16064, -1.69774], [3.99620, -1.19497, -3.70318], [3.50312, -2.76780, -5.54754], [1.57573, -4.30718, -5.37901], [0.12799, -4.26364, -3.38891], [-1.17541, -1.76271, -3.49769], [-3.39731, -1.61417, -4.52718], [-5.39364, -2.40714, -3.30271], [-5.15383, -3.34472, -1.02711], [-2.94716, -3.48784, 0.02256]], "forces_ev_per_angstrom": [[-0.407, 0.188, 0.298], [0.055, -0.063, 0.090], [-0.048, 0.027, -0.088], [0.106, -0.045, -0.050], [-0.029, 0.050, 0.026], [-0.024, -0.026, -0.010], [-0.035, -0.064, -0.014], [0.110, 0.009, 0.026], [0.212, 0.060, 0.052], [-0.006, -0.096, -0.070], [0.026, 0.033, 0.009], [-0.008, -0.027, -0.034], [0.001, 0.033, -0.016], [-0.014, 0.009, 0.019], [-0.049, -0.018, 0.003], [0.094, -0.007, 0.060], [0.000, 0.031, 0.015], [0.028, 0.002, -0.016], [-0.022, 0.077, -0.445], [0.115, -0.091, 0.075], [0.003, -0.032, 0.021], [-0.009, -0.042, -0.021], [-0.012, 0.019, 0.034], [0.001, 0.011, 0.024], [0.030, -0.012, -0.017], [-0.080, -0.038, 0.006], [-0.063, -0.004, 0.069], [0.027, -0.004, 0.004], [0.011, -0.009, 0.021], [0.017, 0.014, -0.017], [-0.003, -0.011, -0.024], [-0.001, 0.007, -0.004], [-0.006, 0.005, 0.007], [-0.004, -0.005, 0.003], [0.009, 0.009, 0.008], [0.003, 0.002, -0.005], [-0.043, 0.029, -0.020], [-0.005, -0.008, -0.002], [-0.003, 0.001, 0.007], [0.003, 0.003, 0.006], [-0.018, 0.004, -0.007], [0.023, -0.001, -0.018], [-0.006, -0.008, 0.006], [0.006, -0.004, 0.004], [0.005, 0.003, -0.005], [0.011, -0.014, -0.008]], "lowdin_charge": [1.09, 0.72, -1.17, 0.74, -0.04, -0.04, 0.07, -0.62, -0.28, -0.60, 0.08, -0.32, -0.08, -0.08, -0.12, -0.38, -0.14, -0.08, 1.47, -0.42, -0.14, -0.08, -0.07, -0.07, -0.14, -0.39, -0.13, -0.07, -0.07, -0.07, -0.12, 0.11, 0.11, 0.09, 0.09, 0.11, 0.07, 0.11, 0.11, 0.11, 0.11, 0.09, 0.11, 0.11, 0.11, 0.09], "homo_ev": -7.863, "charge": 0, "e_lumo_ev": -0.88}

# 2
{"formula": "C21H17CsN3O4", "method": "wB97M-V/def2-TZVPD", "elements": ["Cs", "C", "O", "C", "C", "C", "C", "C", "C", "N", "N", "C", "C", "O", "C", "C", "C", "C", "C", "C", "C", "C", "H", "H", "H", "H", "H", "H", "H", "H", "H", "H", "H", "H", "H", "O", "C", "C", "C", "C", "O", "N", "H", "H", "H", "H"], "xyz": [[2.15384, 0.49388, 0.61331], [0.27821, 2.01365, 2.98945], [-0.10725, 0.70203, 2.53589], [-1.40989, 0.39275, 2.25104], [-2.37932, 0.72846, 3.21886], [-3.73160, 0.60357, 3.01133], [-4.22856, 0.08434, 1.79328], [-3.29244, -0.28474, 0.92092], [-1.90032, -0.19390, 1.08037], [-0.96312, -0.67512, 0.13676], [-1.52961, -1.39676, -0.71965], [-0.88644, -1.80112, -1.84754], [0.42801, -1.44444, -2.25970], [1.22390, -0.66047, -1.66456], [1.00974, -2.10086, -3.45164], [0.26321, -2.88059, -4.25197], [-1.09921, -3.24162, -3.96593], [-1.88728, -4.14189, -4.74478], [-3.22399, -4.38894, -4.51276], [-3.75173, -3.80994, -3.32778], [-2.99667, -3.01750, -2.52032], [-1.61708, -2.73848, -2.76987], [-0.10532, 2.27578, 3.98420], [-0.11729, 2.70722, 2.28722], [1.35581, 2.12985, 2.99792], [-2.01347, 1.12601, 4.18864], [-4.45170, 0.84571, 3.79105], [-5.27701, -0.13271, 1.63393], [-3.60094, -0.77303, 0.00321], [2.02599, -1.90515, -3.76827], [0.77712, -3.30502, -5.09629], [-1.47696, -4.53283, -5.67643], [-3.83299, -5.06434, -5.17191], [-4.70786, -4.10383, -2.94185], [-3.52169, -2.69919, -1.62552], [4.90061, 1.33928, 1.14765], [4.78037, 2.44241, 1.66433], [5.89917, 3.58300, 1.69442], [5.16995, 4.71646, 2.44581], [3.78000, 4.08658, 2.68362], [2.88401, 4.75921, 3.14254], [3.60603, 2.83592, 2.16448], [6.05959, 3.82411, 0.63821], [6.76935, 3.13053, 2.09640], [5.07280, 5.54529, 1.80589], [5.67201, 4.92643, 3.39604]], "forces_ev_per_angstrom": [[0.052, -0.037, 0.036], [-0.846, -0.216, 0.413], [0.812, -1.015, -0.265], [-1.389, 1.235, 0.955], [0.563, 0.609, 0.797], [-1.095, -0.314, -0.065], [-0.044, 0.683, 2.417], [1.030, -1.409, -2.500], [0.847, 0.030, 0.807], [0.147, 0.639, -0.149], [-0.401, -0.379, -1.055], [0.110, -1.520, -1.461], [2.175, 0.297, 0.295], [-0.844, -0.232, -0.203], [-1.460, 0.057, -0.240], [0.349, -0.543, -0.098], [-0.016, -0.549, 0.390], [-0.062, 0.657, -1.073], [-0.017, -0.295, 0.510], [0.248, -0.852, -0.715], [0.285, -0.234, 0.542], [-1.392, 1.705, 1.400], [0.011, -0.315, -0.159], [-0.347, 0.896, -0.568], [0.201, -0.411, -0.063], [-0.324, -0.270, -0.755], [0.312, 0.119, 0.036], [0.016, 0.289, -0.037], [0.074, 0.120, -0.067], [0.047, 0.288, 0.500], [-0.146, -0.265, -0.505], [0.269, 0.026, 0.246], [0.760, 0.790, 0.766], [-0.642, 0.095, -0.257], [0.597, 0.315, 0.075], [1.324, -0.671, -0.480], [0.049, 0.523, -0.370], [-2.243, -0.803, -0.718], [0.957, -2.781, 0.523], [-0.477, 0.430, -0.938], [-0.772, 0.596, 0.911], [0.569, 1.024, 0.933], [0.232, -0.017, 0.170], [0.988, -0.029, 0.543], [-0.208, 1.350, -0.335], [-0.295, 0.383, -0.193]], "lowdin_charge": [1.29, -0.09, -0.24, -0.23, -0.03, -0.10, -0.11, -0.06, -0.17, 0.05, 0.04, -0.14, -0.38, -0.31, -0.01, -0.06, -0.19, -0.06, -0.11, -0.12, -0.05, -0.09, 0.09, 0.09, 0.03, 0.12, 0.09, 0.10, 0.10, 0.11, 0.10, 0.10, 0.10, 0.08, 0.09, -0.16, -0.59, -0.08, -0.09, -0.55, 0.01, 0.07, 0.10, 0.08, 0.09, 0.11], "homo_ev": -4.346, "charge": -1, "e_lumo_ev": 2.30}

# 3
{"formula": "C21H17N3O3S", "method": "wB97M-V/def2-TZVPD", "elements": ["C", "C", "S", "C", "N", "N", "C", "C", "C", "C", "C", "O", "C", "C", "O", "C", "O", "N", "C", "C", "C", "C", "C", "C", "C", "C", "C", "C", "H", "H", "H", "H", "H", "H", "H", "H", "H", "H", "H", "H", "H", "H", "H", "H", "H"], "xyz": [[4.94143, -1.24770, 1.09920], [3.43583, -1.19613, 1.25927], [2.83645, 0.55535, 1.16911], [1.73041, 0.39899, -0.14058], [1.62391, -0.57473, -0.99459], [0.60444, -0.25665, -1.80972], [0.13472, 0.89146, -1.42499], [-0.98392, 1.60580, -1.98162], [-1.68186, 1.05655, -3.05659], [-2.77167, 1.71735, -3.58138], [-3.18094, 2.93519, -3.04126], [-4.24709, 3.61577, -3.52406], [-2.48243, 3.48448, -1.96642], [-1.39330, 2.82576, -1.44183], [0.82516, 1.37301, -0.35324], [2.99442, -1.71144, 2.62649], [3.75071, -1.80806, 3.56662], [1.67754, -2.00460, 2.74370], [0.68748, -2.03106, 1.72623], [0.67539, -3.05068, 0.80910], [-0.30154, -3.09567, -0.19435], [-1.25829, -2.12436, -0.26892], [-1.27266, -1.05521, 0.65047], [-2.21849, -0.01201, 0.56243], [-2.18231, 1.04212, 1.43114], [-1.20433, 1.09713, 2.43571], [-0.28130, 0.09665, 2.55961], [-0.28608, -0.99920, 1.67077], [5.24098, -0.77379, 0.16842], [5.42197, -0.74545, 1.93533], [5.26716, -2.28562, 1.09162], [2.91887, -1.70380, 0.44552], [-1.35236, 0.11308, -3.46081], [-3.31407, 1.29291, -4.41582], [-4.63830, 3.14136, -4.26828], [-2.81436, 4.42784, -1.56354], [-0.85135, 3.24583, -0.60876], [1.37753, -2.24528, 3.68051], [1.43011, -3.82161, 0.86185], [-0.28315, -3.90297, -0.90950], [-2.00742, -2.14575, -1.04601], [-2.96323, -0.05599, -0.21936], [-2.90156, 1.84301, 1.34399], [-1.18182, 1.94046, 3.10965], [0.47931, 0.14765, 3.32488]], "forces_ev_per_angstrom": [[-0.093, 0.048, 0.038], [0.023, 0.358, -0.059], [0.403, 0.027, 0.306], [0.043, -0.630, -0.487], [1.075, 0.170, 1.008], [-1.222, 0.829, -0.804], [0.523, -0.866, -0.248], [-0.304, 0.471, -0.074], [0.181, 0.136, 0.259], [-0.157, 0.148, -0.016], [0.347, -0.283, 0.137], [-0.228, 0.154, -0.105], [-0.315, 0.087, -0.233], [0.080, -0.260, -0.193], [-0.107, 0.023, -0.037], [-0.072, 0.062, -0.302], [0.323, 0.038, 0.164], [-0.530, -0.284, 0.434], [0.012, -0.335, -0.310], [0.017, 0.248, 0.385], [-0.280, 0.096, -0.149], [0.101, -0.252, 0.013], [0.193, -0.016, 0.276], [-0.106, 0.131, 0.107], [-0.175, -0.103, -0.195], [0.179, -0.096, 0.145], [-0.047, 0.137, 0.144], [-0.154, -0.054, -0.173], [-0.003, 0.006, -0.066], [0.085, -0.013, 0.008], [0.069, -0.071, 0.038], [0.054, -0.004, 0.095], [0.010, -0.114, -0.083], [-0.041, -0.041, -0.073], [0.093, 0.038, 0.119], [-0.030, 0.121, 0.058], [0.022, 0.058, 0.089], [0.166, 0.032, -0.070], [0.076, -0.061, 0.060], [-0.023, -0.063, -0.097], [-0.078, -0.021, -0.108], [-0.083, 0.020, -0.082], [-0.081, 0.053, -0.033], [0.021, 0.060, 0.080], [0.033, 0.015, 0.034]], "lowdin_charge": [-0.10, -0.48, 1.09, -0.67, 0.06, 0.11, -0.30, -0.17, -0.01, -0.01, -0.32, 0.06, 0.00, -0.02, 0.08, -0.53, 0.07, 0.12, -0.22, -0.02, -0.06, -0.04, -0.17, -0.04, -0.08, -0.07, -0.04, -0.12, 0.08, 0.08, 0.09, 0.09, 0.12, 0.11, 0.11, 0.12, 0.12, 0.17, 0.12, 0.11, 0.12, 0.12, 0.11, 0.11, 0.11], "homo_ev": -7.993, "de_lowest_kj_mol": 0.00, "charge": 0, "e_lumo_ev": 0.25}

# 4
{"formula": "C21H17N4O5SbSe4V", "method": "wB97M-V/def2-TZVPD", "elements": ["V", "C", "O", "C", "C", "C", "C", "C", "C", "N", "N", "C", "O", "C", "C", "C", "C", "C", "C", "C", "O", "H", "H", "H", "H", "H", "H", "H", "H", "H", "H", "H", "H", "O", "N", "N", "O", "C", "C", "C", "C", "C", "C", "H", "H", "H", "H", "H", "Se", "Sb", "Se", "Se", "Se"], "xyz": [[0.33510, -0.28913, 0.26107], [-1.56289, -4.49291, 0.43389], [-2.51669, -3.54936, -0.05973], [-2.90278, -2.54726, 0.76340], [-4.25070, -2.34273, 0.96255], [-4.74457, -1.26127, 1.71493], [-3.86879, -0.35373, 2.25393], [-2.49040, -0.50770, 2.03725], [-1.53946, 0.49066, 2.48678], [-0.43159, 0.54861, 1.85220], [0.70986, 1.36354, 2.12727], [1.85804, 0.85036, 1.69465], [2.01361, -0.37742, 1.13052], [3.04968, 1.71233, 1.85379], [2.97848, 2.95580, 2.47341], [4.13050, 3.70327, 2.64452], [5.35523, 3.21644, 2.19785], [5.42321, 1.98093, 1.57326], [4.27043, 1.22674, 1.40197], [-1.97035, -1.64143, 1.32198], [-0.68945, -1.80574, 1.19444], [-1.63648, -5.35892, -0.22081], [-1.80927, -4.77491, 1.46154], [-0.55000, -4.08576, 0.39486], [-4.93118, -3.03721, 0.48685], [-5.81006, -1.14786, 1.85844], [-4.23262, 0.50868, 2.79979], [-1.70111, 1.12454, 3.35704], [2.01993, 3.32160, 2.81464], [4.07568, 4.66905, 3.12909], [6.25280, 3.80610, 2.33180], [6.37166, 1.60061, 1.21813], [4.30549, 0.26090, 0.91658], [0.62951, 1.27598, -0.87052], [-0.14162, 1.52688, -1.89054], [-1.28596, 1.00788, -1.74169], [-1.63239, 0.37828, -0.67143], [-2.16193, 0.94531, -2.91240], [-2.18284, 1.99826, -3.80694], [-2.96765, 1.87438, -4.94059], [-3.68114, 0.70113, -5.16971], [-3.62722, -0.33916, -4.25500], [-2.87990, -0.21508, -3.09382], [-1.59781, 2.88657, -3.61594], [-3.01664, 2.69130, -5.64831], [-4.27312, 0.59788, -6.06895], [-4.14041, -1.27262, -4.44353], [-2.84190, -1.01033, -2.35877], [0.01124, -2.07309, -5.38014], [-0.06258, -3.35504, -3.35446], [1.46711, -5.10959, -2.85846], [-2.46426, -3.95695, -3.43277], [0.40560, -1.62350, -1.46622]], "forces_ev_per_angstrom": [[-1.266, -2.016, -1.857], [0.132, 0.091, -0.099], [-0.113, -0.008, 0.232], [0.167, -0.149, 0.125], [-0.263, 0.261, 0.126], [0.117, -0.289, -0.146], [0.151, 0.032, -0.003], [0.174, -0.030, 0.017], [-0.048, -0.421, 0.061], [2.224, 0.648, -0.107], [-0.305, -0.622, 0.045], [-1.016, -0.169, 0.790], [-1.254, 2.090, 0.172], [0.151, -0.502, -0.038], [-0.037, 0.106, 0.045], [0.016, -0.035, -0.029], [-0.069, 0.010, -0.010], [-0.044, -0.023, -0.013], [0.148, 0.028, -0.030], [-0.823, 0.985, 0.854], [0.898, 0.736, -1.395], [0.011, 0.070, -0.023], [0.011, -0.013, 0.011], [-0.086, -0.075, 0.014], [0.005, -0.027, 0.003], [-0.021, 0.006, -0.045], [0.023, 0.002, 0.028], [-0.093, 0.060, -0.085], [0.031, -0.008, 0.000], [0.000, 0.015, -0.001], [0.010, 0.005, 0.009], [0.006, 0.000, -0.004], [0.011, 0.013, 0.011], [-0.145, -0.026, 0.824], [-0.015, -0.232, 0.110], [-0.141, -0.164, -0.630], [0.868, -0.288, 0.431], [0.203, 0.280, 0.521], [-0.003, 0.139, -0.072], [-0.021, -0.068, 0.017], [0.075, 0.054, 0.111], [-0.103, -0.049, -0.044], [-0.073, -0.101, 0.097], [0.012, 0.000, -0.014], [0.027, -0.011, -0.021], [0.004, -0.012, -0.026], [0.030, -0.003, 0.026], [0.054, -0.065, -0.145], [0.752, 0.606, 0.145], [-2.314, -1.848, -2.358], [0.362, 0.185, 0.417], [0.607, 0.018, 0.648], [0.976, 0.812, 1.308]], "lowdin_charge": [0.70, -0.06, -0.15, -0.23, 0.02, -0.09, -0.06, -0.14, -0.01, -0.09, 0.12, -0.39, -0.13, -0.15, -0.03, -0.08, -0.09, -0.07, -0.01, -0.28, -0.18, 0.09, 0.10, 0.07, 0.12, 0.10, 0.11, 0.14, 0.11, 0.10, 0.10, 0.10, 0.12, -0.25, 0.05, -0.22, -0.13, -0.16, -0.03, -0.08, -0.07, -0.07, -0.03, 0.11, 0.10, 0.10, 0.09, 0.09, -0.20, -0.37, -0.17, -0.17, 0.56], "homo_ev": [-3.730, -3.732], "de_lowest_kj_mol": 356.44, "charge": -1, "e_lumo_ev": [0.01, 0.00]}

no.,electronic energy (Ha)
1,-2114.73461
2,-1295.88254
3,-1598.65203
4,-12195.58632